[1]
{"formula": "C9H19N5", "method": "the ωB97M-V functional and the def2-TZVPD basis", "spin_multiplicity": 1, "homo_energy_ev": [-16.6, -16.6], "orbital_gap_ha": [0.283, 0.283], "total_charge": 2, "symbols": ["C", "C", "C", "C", "C", "C", "C", "C", "C", "N", "N", "N", "N", "N", "H", "H", "H", "H", "H", "H", "H", "H", "H", "H", "H", "H", "H", "H", "H", "H", "H", "H", "H"], "coordinates": [[0.30872, 3.52589, 0.58818], [1.19593, 2.81827, -0.08404], [1.99159, 0.51286, -0.07375], [-1.26914, -0.88894, 1.84068], [-2.10391, -0.24730, -0.29863], [-2.72988, -1.20902, -1.31893], [-2.32027, 1.15348, -0.94741], [2.82470, -1.29086, 1.29742], [2.97690, -1.26411, -1.28051], [-0.16434, -0.89669, 0.94864], [-2.36354, -0.30657, 1.12388], [-0.58346, -0.68359, -0.21495], [2.61701, -0.60444, 0.02317], [1.28820, 1.48260, -0.01083], [0.39658, 4.52311, 0.44011], [-0.38840, 2.93510, 1.03842], [1.97231, 3.20188, -0.71853], [-1.44890, -1.96765, 2.05663], [-1.32905, -0.49086, 2.94549], [-3.75153, -1.02989, -1.39633], [-2.80839, -2.28276, -0.97850], [-2.35233, -1.15789, -2.36923], [-3.31678, 1.28048, -0.89641], [-1.85052, 1.04892, -1.87893], [-1.73652, 2.01555, -0.36096], [2.11215, -2.15215, 1.37346], [3.90782, -1.68794, 1.42809], [2.89336, -0.48141, 1.92826], [2.65501, -2.30789, -1.23604], [2.69642, -0.52908, -1.99150], [3.96359, -1.44016, -1.49793], [-3.20843, -0.61135, 1.54402], [-0.07490, -0.96758, -1.02306]], "nbo_charge": [-0.2509, -0.0882, 0.7291, -0.1487, 0.3006, -0.6996, -0.5883, -0.4211, -0.4129, 0.0444, -0.6546, -0.1484, -0.3791, -0.3306, 0.2479, 0.2047, 0.2364, 0.2742, 0.3039, 0.2667, 0.2459, 0.2568, 0.2486, 0.2190, 0.2122, 0.2444, 0.2661, 0.2360, 0.2404, 0.2247, 0.2555, 0.4305, 0.4348]}

=====

[2]
{"formula": "C9H19NOS", "method": "the ωB97M-V functional and the def2-TZVPD basis", "spin_multiplicity": 1, "homo_energy_ev": -9.0, "orbital_gap_ha": 0.310, "symbols": ["C", "C", "C", "C", "C", "C", "C", "C", "C", "N", "O", "S", "H", "H", "H", "H", "H", "H", "H", "H", "H", "H", "H", "H", "H", "H", "H", "H", "H", "H", "H"], "coordinates": [[5.27100, -1.26754, -1.03657], [-5.36423, -2.27356, -0.66627], [-4.94201, -2.25655, -2.12501], [-4.17238, -1.46912, -1.14569], [-3.45569, -0.41234, -0.78698], [1.57512, -0.23529, 1.47928], [1.22787, 2.49031, 1.83734], [-0.20637, 1.16022, 0.45601], [1.23441, 1.17312, 0.93228], [2.22284, 1.35564, -0.14750], [6.52327, 1.04862, -0.45348], [5.44533, 0.07305, -0.06393], [5.93892, -1.74629, -1.67888], [4.31015, -1.72962, -0.96269], [-6.34972, -1.69600, -0.37694], [-5.00186, -2.94319, -0.00793], [-4.61332, -3.18941, -2.51207], [-5.44536, -1.67286, -2.78444], [-3.60382, 0.12609, 0.13417], [-2.59256, -0.16884, -1.40745], [1.90507, 2.18752, -0.65518], [1.30371, -1.07300, 0.75246], [2.59524, -0.40222, 1.75614], [1.12233, -0.30696, 2.39816], [0.25879, 2.44298, 2.36787], [1.29147, 3.34772, 1.22729], [2.15330, 2.56685, 2.40989], [-0.82641, 1.49531, 1.16417], [-0.43625, 1.84574, -0.45604], [-0.50937, 0.11877, 0.14917], [3.14055, 1.41086, 0.20281]], "nbo_charge": [-0.6977, -0.4553, -0.4275, 0.0223, -0.4069, -0.6071, -0.6212, -0.6021, 0.1097, -0.8486, -0.8735, 1.1209, 0.2261, 0.2288, 0.2072, 0.2186, 0.2171, 0.2243, 0.2023, 0.1979, 0.3537, 0.2182, 0.2014, 0.2032, 0.2024, 0.2079, 0.2078, 0.1970, 0.2067, 0.2122, 0.3541]}

=====

[3]
{"formula": "C9H20AlF4IN4O2P2", "method": "the ωB97M-V functional and the def2-TZVPD basis", "spin_multiplicity": 1, "homo_energy_ev": -9.4, "orbital_gap_ha": 0.247, "symbols": ["C", "C", "C", "I", "N", "C", "N", "N", "C", "O", "N", "P", "C", "O", "P", "C", "C", "C", "H", "H", "H", "H", "H", "H", "H", "H", "H", "H", "H", "H", "H", "H", "H", "H", "H", "H", "H", "H", "F", "Al", "F", "F", "F"], "coordinates": [[3.68003, -0.07050, 4.67227], [3.34913, 0.78804, 3.30499], [2.57787, -0.25439, 2.24820], [1.00017, -1.44088, 3.28777], [1.86905, 0.56117, 1.19387], [1.27990, -0.31796, 0.08242], [2.10687, -1.48614, -0.36824], [1.54821, -2.71797, -0.11576], [2.61903, -3.59732, -0.03761], [3.46712, -4.61495, -0.33925], [0.02690, 0.01447, -0.44930], [-0.74637, -0.92484, -1.74927], [0.46316, -1.35774, -3.17700], [-1.97668, 0.07235, -2.55672], [-0.75815, 1.45561, 0.33718], [-0.32520, 3.06331, -0.67522], [-2.66787, 1.28407, 0.33731], [-3.41954, 1.93975, 1.63724], [4.57318, 0.42568, 5.26245], [2.73294, -0.00659, 5.38122], [3.90938, -1.22067, 4.45457], [4.40638, 0.99423, 2.79160], [2.75802, 1.78155, 3.48149], [3.42956, -0.95852, 1.84783], [2.59635, 1.16526, 0.73374], [2.52281, -1.38630, -1.31367], [0.74653, -2.50579, -3.01383], [1.39701, -0.65371, -3.07747], [-0.10926, -1.24105, -4.20579], [-1.40431, 0.77800, -3.02346], [-0.97088, 3.95401, -0.25819], [-0.54270, 2.82097, -1.80105], [0.80592, 3.34938, -0.45790], [-3.09408, 1.84948, -0.62286], [-3.00095, 0.15642, 0.20007], [-4.56351, 1.60836, 1.55874], [-3.44625, 3.12620, 1.63403], [-3.02219, 1.47760, 2.63643], [-4.53051, -1.91544, -5.72262], [-4.76351, -1.58209, -3.96815], [-6.35781, -0.78340, -3.71541], [-3.44954, -0.49814, -3.38338], [-4.71619, -3.13152, -3.05125]], "nbo_charge": [-0.6477, -0.4394, -0.1483, 0.1192, -0.6781, 0.6950, -0.5461, -0.3570, 0.8282, -0.4610, -0.8570, 1.2194, -0.9857, -0.8257, 0.9453, -0.9305, -0.7402, -0.6341, 0.2319, 0.2317, 0.2281, 0.2136, 0.2400, 0.2194, 0.3990, 0.4038, 0.2684, 0.2140, 0.3055, 0.4682, 0.2742, 0.2336, 0.2435, 0.2506, 0.2796, 0.2449, 0.2219, 0.2253, -0.7940, 2.1911, -0.7931, -0.7628, -0.7947]}

=====

[4]
{"formula": "C9H20BaO5", "method": "the ωB97M-V functional and the def2-TZVPD basis", "spin_multiplicity": 1, "homo_energy_ev": -3.8, "orbital_gap_ha": 0.147, "symbols": ["O", "C", "C", "O", "C", "H", "H", "H", "H", "H", "H", "H", "O", "C", "C", "O", "C", "C", "O", "C", "Ba", "H", "H", "H", "H", "H", "H", "H", "H", "H", "H", "C", "H", "H", "H"], "coordinates": [[1.90082, 0.59935, 1.71301], [1.87339, 1.15842, 3.01125], [0.52292, 1.08180, 3.68915], [0.19106, -0.25761, 3.93939], [-1.10656, -0.41826, 4.45080], [2.19322, 2.21361, 2.97679], [2.60942, 0.59592, 3.60061], [-0.25371, 1.55874, 3.06172], [0.57959, 1.65702, 4.63253], [-1.26484, -1.48764, 4.63476], [-1.22931, 0.12604, 5.40336], [-1.86602, -0.04595, 3.74040], [-0.35378, -0.27491, 0.42333], [0.18198, 0.79010, 0.02102], [1.37230, 1.39967, 0.70289], [1.22043, -0.58426, -1.99578], [0.64974, -0.54957, -3.28367], [-0.71702, -1.20050, -3.41105], [-1.77134, -0.47806, -2.79394], [-2.34878, 0.54468, -3.58523], [-3.10292, -1.17099, -0.46323], [-0.39724, 1.49707, -0.59732], [1.09229, 2.41787, 1.02878], [2.12589, 1.54980, -0.08904], [1.33034, -1.05603, -3.98896], [0.58647, 0.50802, -3.57633], [-0.72218, -2.19564, -2.94544], [-0.94976, -1.34966, -4.47724], [-3.13112, 1.02033, -2.98046], [-1.60357, 1.30288, -3.86672], [-2.80770, 0.10594, -4.48420], [1.23408, -1.96417, -1.24471], [0.60547, -2.45437, -0.48553], [1.15242, -2.73771, -2.02455], [2.20403, -1.90191, -0.73638]], "nbo_charge": [-0.5128, -0.0745, -0.0898, -0.5342, -0.2477, 0.1652, 0.2060, 0.1627, 0.1691, 0.1994, 0.1605, 0.1714, -0.6383, 0.4453, -0.1826, -0.5665, -0.0885, -0.1061, -0.6343, -0.2674, 0.0576, 0.1368, 0.1998, 0.2151, 0.1764, 0.1938, 0.2082, 0.1892, 0.2119, 0.1760, 0.1867, -0.2983, 0.2242, 0.1757, 0.2103]}

=====

[5]
{"formula": "C9H20ClHfIN2OPS", "method": "the ωB97M-V functional and the def2-TZVPD basis", "spin_multiplicity": 1, "homo_energy_ev": -19.6, "orbital_gap_ha": 0.248, "total_charge": 3, "symbols": ["C", "I", "H", "H", "H", "Hf", "P", "C", "C", "H", "H", "H", "C", "H", "H", "H", "H", "H", "H", "C", "O", "Cl", "S", "C", "N", "C", "C", "C", "N", "H", "H", "H", "H", "H", "H", "H", "H"], "coordinates": [[0.08781, -4.54076, -2.91628], [0.38947, -2.59303, -1.80831], [-0.97551, -4.77191, -2.89340], [0.68491, -5.26346, -2.37009], [0.45853, -4.39173, -3.93101], [-0.19476, -0.14294, -0.02529], [-0.07818, 1.42599, -1.92375], [1.42401, 1.80234, -2.91217], [-1.21054, 0.80025, -3.20471], [-1.70791, 2.99436, -1.12070], [-0.87826, 3.60087, -2.57903], [-0.06435, 3.65244, -0.98294], [-0.74303, 3.08660, -1.62637], [-2.19407, 0.63157, -2.75402], [-1.28288, 1.56438, -3.98151], [1.12913, 2.46378, -3.73305], [1.84693, 0.86488, -3.29403], [-0.84156, -0.14510, -3.61475], [2.16496, 2.29356, -2.26728], [1.95091, -0.62342, -0.44980], [3.06849, -0.82902, -0.77800], [-2.36069, -0.88825, 0.49620], [0.33022, 1.58220, 1.68010], [0.04994, 0.74894, 3.20276], [0.35552, 1.37824, 4.35664], [0.02007, 0.77205, 5.64673], [0.33415, -0.69502, 5.60443], [-0.34543, -1.38088, 4.44483], [-0.31605, -0.55601, 3.22870], [0.31408, 2.38585, 4.32352], [-1.04246, 0.97544, 5.82916], [0.62988, 1.29012, 6.38945], [-0.04659, -1.10332, 6.53550], [1.41517, -0.84788, 5.55516], [-1.38588, -1.58253, 4.70492], [0.17092, -2.33107, 4.26106], [-0.93563, -0.88643, 2.48592]], "nbo_charge": [-0.4766, 0.1682, 0.2612, 0.2619, 0.2658, 1.4679, 0.7105, -0.8811, -0.9008, 0.2713, 0.2946, 0.2743, -0.9014, 0.2711, 0.2939, 0.2956, 0.2628, 0.2658, 0.2721, 0.3846, -0.2510, -0.3085, -0.1006, 0.4042, -0.4909, -0.2335, -0.4402, -0.2313, -0.5775, 0.4464, 0.2339, 0.2661, 0.2799, 0.2408, 0.2375, 0.2467, 0.4164]}

=====

[6]
{"formula": "C9H20F8N5Na2O16S8", "method": "the ωB97M-V functional and the def2-TZVPD basis", "spin_multiplicity": 1, "homo_energy_ev": -7.9, "orbital_gap_ha": 0.297, "total_charge": -1, "symbols": ["Na", "Na", "C", "C", "C", "N", "C", "C", "C", "C", "C", "C", "H", "H", "H", "H", "H", "H", "H", "H", "H", "H", "H", "H", "H", "H", "H", "H", "H", "H", "H", "H", "N", "S", "O", "O", "F", "S", "O", "O", "F", "N", "S", "O", "O", "F", "S", "O", "O", "F", "N", "S", "O", "O", "F", "S", "O", "O", "F", "N", "S", "O", "O", "F", "S", "O", "O", "F"], "coordinates": [[-1.62617, 4.55388, 1.96552], [0.06503, 2.64985, 0.43291], [2.38400, -4.24800, -3.14333], [1.64807, -3.19808, -2.37415], [0.68257, -3.84502, -1.35679], [-0.14252, -2.75209, -0.58299], [-1.00356, -3.31084, 0.53460], [-2.18753, -4.10373, 0.00647], [-3.10828, -3.23517, -0.83513], [-2.27035, -2.74922, -2.07775], [-1.04201, -1.91579, -1.56972], [0.84103, -1.89964, 0.17192], [2.97487, -4.96156, -2.56904], [3.02885, -3.94222, -3.96719], [1.64010, -4.85718, -3.65676], [1.18877, -2.49830, -3.07232], [2.32405, -2.57609, -1.78739], [1.24987, -4.36585, -0.58541], [-0.11337, -4.47688, -1.75091], [-0.40069, -3.78703, 1.30783], [-1.41246, -2.45787, 1.07622], [-1.95778, -5.00655, -0.55942], [-2.71043, -4.40773, 0.91325], [-3.94558, -3.84063, -1.18219], [-3.49324, -2.41775, -0.22542], [-1.99529, -3.58309, -2.72357], [-2.93360, -2.14647, -2.69816], [-0.43551, -1.43265, -2.33578], [-1.36793, -1.06815, -0.96691], [1.36318, -1.40349, -0.64619], [1.53915, -2.52408, 0.72941], [0.27441, -1.17553, 0.75732], [1.40187, 2.19683, -1.29672], [2.87292, 1.81630, -1.25013], [3.80532, 2.83593, -1.69521], [3.15923, 0.45620, -1.58966], [3.04690, 1.91064, 0.35053], [1.21353, 2.00495, -2.93229], [0.58952, 0.77061, -3.40226], [2.14277, 2.67257, -3.86231], [-0.05131, 3.01611, -3.05706], [0.61524, 4.89210, 1.29121], [1.14013, 6.05256, 0.39492], [2.61053, 6.18658, 0.30406], [0.18556, 7.23388, 0.33483], [0.82479, 5.33514, -1.05596], [1.61280, 5.30355, 2.67240], [1.91834, 6.67577, 2.93861], [2.52635, 4.27710, 3.21618], [0.39712, 5.08981, 3.73075], [1.61957, -0.76346, 3.60890], [1.53136, 0.92544, 3.48642], [1.53882, 1.74501, 4.70700], [0.84617, 1.41532, 2.30041], [3.10002, 1.08864, 3.05362], [0.25896, -0.83587, 4.16824], [-0.90793, -0.44619, 3.40912], [0.16346, -0.88297, 5.64494], [0.06853, -2.42306, 3.79995], [-2.26631, 2.60026, 0.81013], [-2.92080, 2.26309, -0.69446], [-4.24503, 2.68241, -1.13495], [-2.18713, 1.25104, -1.43748], [-2.25843, 3.58250, -1.36181], [-3.24404, 1.68603, 1.42921], [-3.10658, 0.23979, 1.26561], [-4.57405, 2.23629, 1.83903], [-2.48587, 1.89204, 2.78533]], "nbo_charge": [0.9643, 0.8984, -0.6066, -0.4431, -0.1883, -0.2069, -0.2326, -0.4277, -0.3973, -0.4274, -0.2342, -0.4253, 0.2075, 0.2340, 0.1969, 0.2350, 0.2292, 0.2151, 0.2105, 0.2424, 0.2489, 0.1991, 0.2331, 0.2129, 0.2281, 0.2015, 0.2459, 0.2624, 0.2500, 0.2401, 0.2303, 0.2524, -1.2048, 2.4621, -0.8895, -0.9404, -0.5015, 2.3773, -0.9161, -0.8452, -0.5065, -1.2351, 2.3758, -0.8493, -0.8898, -0.5052, 2.3590, -0.8493, -0.8253, -0.5383, -1.0322, 2.3415, -0.8327, -0.9630, -0.4920, 2.3796, -0.9119, -0.8941, -0.5679, -1.1879, 2.2928, -0.8009, -0.8595, -0.5254, 2.3729, -0.8545, -0.8718, -0.5192]}

=====

Number 1: molar mass 197.29 g/mol. Number 2: molar mass 189.32 g/mol. Number 3: molar mass 508.11 g/mol. Number 4: molar mass 345.58 g/mol. Number 5: molar mass 576.16 g/mol. Number 6: molar mass 908.78 g/mol.